65
Properties=species:S:1:pos:R:3 method="wB97M-V/def2-TZVPD" e_above_lowest_kj_mol=0.0 lumo_energy_ev=0.28
C 0.3605 0.9004 -3.4148
H -2.7020 0.9122 -6.8383
C -1.6512 1.3219 3.6320
H 1.9900 -1.0875 -8.3600
H 2.5910 -1.5646 -2.3772
C -1.7911 1.0257 -7.4494
H 0.8696 3.8409 -2.6196
C -0.1144 -0.5578 -3.4578
H -2.0944 1.6268 -8.3289
C -0.6062 1.3343 5.8262
H -1.6542 0.2590 7.3605
H -3.5472 0.3689 3.4497
S 0.8579 2.0640 3.5438
C 1.7753 -2.2885 -2.3407
H 0.2066 1.6824 6.4550
C 1.6580 -0.5473 -7.4513
H 2.1937 1.4098 -8.1317
P 0.2035 -1.4939 -1.8587
H -0.6464 -1.6875 1.6278
H -0.6437 -3.6216 -1.1253
H -1.1725 2.4625 -5.8957
H 1.4282 0.9691 -3.6715
C -2.7392 0.5884 4.1463
H -1.7701 2.8643 -2.6606
C 0.4389 -1.5769 1.4397
N 0.1054 1.6823 2.1104
C 1.2520 0.8884 -7.8953
H -2.3170 -0.8812 -8.2634
H -0.7979 -0.2678 -8.9038
H -2.2722 1.3301 -1.8887
C 0.6101 -1.3405 -6.7255
C 0.5579 1.7249 -6.8580
H 1.2270 2.3867 -6.2875
C -0.7655 1.7665 -6.6385
C -1.6647 0.5603 6.3145
H 0.6871 0.8355 -8.8371
H 2.5509 -0.4733 -6.8067
H -1.3861 -1.9998 -6.4920
H 0.9701 -1.3862 2.3921
O -1.7133 0.6733 1.2383
H -1.8673 2.7322 -0.8772
H -3.5161 -0.4980 5.8665
H -0.7650 -3.4525 -2.9167
C -2.7155 0.1501 5.4743
C -0.6073 1.6832 4.4800
H 0.7533 3.8368 -0.8286
C -1.1878 1.2478 2.2361
H 0.8222 -2.4801 0.9471
H 0.9924 -2.0879 -6.0190
O 1.2081 3.4480 3.5708
H 2.1421 3.0555 -1.6235
C -0.7056 -1.2894 -6.9859
H 2.0261 -3.0717 -1.6197
H 0.4160 -1.0979 -4.2594
C -1.3774 -0.3800 -7.9760
Sn 0.8448 0.2951 0.3786
O 1.8203 1.0333 3.8775
H -0.1891 1.4784 -4.1731
H -1.9614 -2.6357 -1.8341
H -1.1927 -0.6243 -3.6780
C -1.6157 2.2023 -1.8000
P 0.1220 1.7210 -1.7560
C -0.9101 -2.9372 -1.9506
C 1.0637 3.2544 -1.7098
H 1.6324 -2.7374 -3.3325

---

11
Properties=species:S:1:pos:R:3 method="wB97M-V/def2-TZVPD" e_above_lowest_kj_mol=389.1 lumo_energy_ev="-0.74 / -0.74"
N -0.7241 -0.2289 0.2730
N 2.1483 0.7706 2.0610
C 0.2525 0.0967 0.8331
H 0.4467 0.0115 2.9311
Cl 0.0667 0.0922 -3.9024
C -1.4288 -0.4159 -1.8377
C 0.9712 0.2451 1.9879
N -1.6379 -0.4462 -0.4956
H -2.2648 -0.6859 -2.6156
N -0.2301 -0.0621 -2.2112
H 2.4003 0.6229 2.9765

---

9
Properties=species:S:1:pos:R:3 method="wB97M-V/def2-TZVPD" e_above_lowest_kj_mol=416.6 lumo_energy_ev=-0.09
O 0.2118 1.8088 0.4626
F 0.1966 -1.7065 0.4904
H -1.2307 -0.2147 1.3784
C -0.0439 -0.4664 0.9976
N -0.4609 0.3365 -1.3350
H 0.4930 0.6910 -2.3146
C 0.1859 0.6592 -0.0617
H 0.1157 -0.6681 -1.6820
H 0.5324 -0.4399 2.0644

---

Number 1: F_max 0.051 Eh/bohr, energy -66255.832 eV. Number 2: F_max 0.072 Eh/bohr, energy -21637.143 eV. Number 3: F_max 0.182 Eh/bohr, energy -8389.930 eV.